{"formula": "C30H55NO24", "method": "ωB97M-V/def2-TZVPD", "homo_energy_ev": -9.74, "energy_ev": -82624.0104, "gap_ev": 9.786, "e_above_lowest_kj_mol": 0.0, "symbols": ["H", "N", "H", "O", "H", "H", "C", "O", "O", "C", "H", "O", "O", "H", "C", "C", "H", "H", "H", "H", "H", "O", "O", "H", "H", "H", "H", "O", "C", "C", "H", "H", "C", "H", "H", "C", "O", "H", "O", "H", "C", "H", "C", "H", "H", "O", "H", "C", "H", "C", "H", "H", "H", "H", "C", "C", "O", "C", "H", "H", "O", "H", "C", "C", "O", "C", "O", "H", "C", "C", "O", "C", "H", "C", "H", "C", "H", "H", "H", "C", "H", "O", "O", "H", "O", "H", "O", "O", "H", "C", "O", "H", "H", "H", "O", "C", "H", "H", "C", "C", "H", "H", "H", "C", "H", "H", "O", "C", "H", "H"], "positions_angstrom": [[-3.28, -2.56, 1.60], [-0.44, 4.08, -2.69], [-1.94, 1.91, -6.49], [3.16, -4.34, -2.41], [1.70, 3.21, 1.16], [-1.71, 1.25, -2.57], [5.03, -2.97, 1.72], [-0.78, 0.78, 4.31], [0.32, 5.35, 2.53], [-0.72, -2.16, -3.60], [0.66, 3.30, -0.16], [3.88, -3.80, 1.84], [2.73, 0.80, 0.47], [-0.88, 1.87, 1.84], [1.50, 2.77, 0.17], [-3.31, 2.67, 0.91], [-1.05, 5.76, 4.61], [-0.67, 1.77, -5.29], [0.23, -1.24, -5.84], [-0.91, 3.08, 3.05], [1.74, -1.86, -4.89], [0.84, -2.52, 0.67], [1.30, 0.36, 3.37], [-1.04, 3.56, 1.42], [0.55, 1.11, -1.78], [-2.09, -3.61, -0.97], [2.40, -1.17, 2.56], [0.18, -1.21, -3.76], [3.28, -3.84, 3.00], [3.14, -0.09, -0.50], [-2.41, 1.27, 5.20], [0.93, 0.88, 1.07], [-2.60, -0.39, 0.20], [0.69, 5.61, 0.20], [-2.56, 0.63, -4.51], [-1.64, 2.24, -5.51], [2.13, -0.23, -1.38], [-2.22, -0.53, 4.87], [-1.40, -2.76, -4.67], [0.42, -4.82, 4.18], [-0.46, 6.44, 2.22], [-2.17, -0.07, 2.30], [-2.14, 2.12, -3.01], [-2.19, 0.52, -0.15], [3.36, 0.22, 3.18], [4.24, -0.66, -0.49], [-0.02, 6.63, -0.82], [-1.03, 6.84, 4.46], [1.33, -0.18, -4.98], [-1.34, 2.80, 2.05], [-3.03, 2.30, -2.51], [-0.07, 7.16, 4.98], [3.20, -2.28, -2.64], [-5.18, 2.80, -1.06], [-1.98, -0.78, 1.47], [0.33, 0.01, 4.22], [-1.00, -2.46, -2.32], [-5.25, 2.00, -0.28], [0.26, -0.21, -0.86], [-0.99, 5.14, -0.40], [-0.75, 6.79, 0.96], [-1.93, 7.15, 4.99], [-2.54, 1.76, -4.43], [2.51, -0.39, 3.33], [-0.62, -0.84, 1.21], [-2.03, -3.44, -2.05], [3.34, -6.10, -3.72], [-3.04, -3.23, -2.40], [1.45, 1.23, 0.25], [1.43, -4.35, 4.34], [-1.24, -2.95, 1.35], [0.88, -1.19, -4.98], [-2.15, -2.23, 2.95], [-1.21, 3.26, -2.81], [2.32, 3.13, -0.47], [-0.26, -2.16, 1.07], [1.59, -3.00, -2.29], [-3.68, -0.24, 0.28], [5.89, -3.29, 2.34], [-1.76, 0.41, 5.23], [2.82, -2.94, -1.00], [2.07, -4.55, 3.07], [0.50, -1.11, 4.95], [-6.22, 2.00, 0.14], [2.57, -4.09, -4.68], [-1.73, -4.37, -2.61], [-1.10, 7.24, 3.12], [3.91, -3.15, 4.12], [1.29, -3.30, 4.57], [-0.29, 5.97, -0.10], [-4.49, 2.09, 0.89], [-1.56, 3.34, -5.59], [2.62, -1.07, 4.16], [5.36, -3.02, 0.67], [-2.74, 2.56, 2.04], [1.02, 0.51, -1.00], [3.46, -7.74, -4.91], [1.88, -6.87, -4.83], [2.98, -6.75, -4.90], [-2.30, -2.22, 1.86], [4.87, -1.96, 1.92], [1.90, -4.82, 5.18], [-1.39, 0.29, 6.23], [3.08, -4.81, -3.66], [-3.52, 2.04, -4.58], [-4.94, 1.07, -0.73], [-2.77, 3.26, -0.26], [2.68, -3.05, -2.09], [-2.30, -1.08, -0.59], [3.12, -6.24, -5.86]]}

***

{"formula": "C30H56BrCa2ClF2I2N3O9P", "method": "ωB97M-V/def2-TZVPD", "homo_energy_ev": -7.50, "energy_ev": -205261.7275, "gap_ev": 2.640, "symbols": ["N", "H", "C", "O", "C", "H", "H", "C", "H", "H", "C", "C", "P", "H", "H", "C", "O", "H", "O", "H", "H", "C", "H", "H", "Ca", "C", "H", "H", "Br", "H", "H", "C", "H", "H", "H", "H", "C", "H", "H", "C", "C", "H", "C", "C", "C", "H", "H", "C", "H", "H", "H", "H", "C", "N", "O", "Cl", "I", "H", "H", "Ca", "H", "H", "N", "H", "H", "C", "O", "H", "C", "O", "C", "C", "C", "F", "C", "O", "H", "H", "H", "H", "C", "H", "H", "F", "H", "H", "C", "H", "H", "H", "H", "H", "H", "O", "I", "H", "C", "O", "C", "H", "C", "H", "H", "H", "H", "C", "C"], "positions_angstrom": [[1.33, -2.69, 0.59], [1.31, -3.33, 1.37], [3.70, -1.92, -2.59], [-0.37, -1.69, -1.50], [3.85, -0.76, -3.64], [6.83, -1.38, -0.96], [-5.41, -1.73, -3.15], [0.30, -1.63, 0.77], [7.14, 2.29, -3.54], [3.86, -2.86, -3.17], [-1.99, -1.59, 1.36], [4.69, 2.71, -1.65], [-0.22, 0.00, -3.79], [-6.72, 0.17, 1.42], [5.47, 2.12, -4.17], [-4.88, 3.26, 4.29], [-1.91, 4.98, 7.48], [0.58, 0.98, -3.15], [-0.92, -2.33, 0.81], [-5.93, 1.72, 1.05], [-2.61, -0.13, -1.28], [-4.47, 0.16, 1.40], [-0.87, -2.01, -6.52], [2.88, -0.89, 1.61], [4.49, -2.48, 5.26], [1.86, -0.84, -1.13], [1.59, -2.19, -2.93], [-2.44, -1.28, -4.86], [2.34, -4.91, -1.33], [-4.25, -1.68, 2.62], [6.96, 3.88, 0.14], [-5.86, 0.62, 0.89], [2.76, 1.32, 0.66], [6.47, -1.10, -2.67], [-0.06, 0.09, 2.23], [4.80, 2.82, -0.55], [-3.60, 3.65, 4.67], [3.64, 2.45, -1.95], [-3.81, 1.09, 4.26], [-5.94, 3.40, 5.17], [6.03, -1.00, -1.65], [3.54, 0.23, -3.26], [-4.46, 4.32, 6.83], [-2.55, -0.64, -2.27], [2.34, 1.30, 1.68], [-2.21, -3.20, -6.64], [-4.86, -0.07, -2.55], [6.24, 1.65, -3.50], [-4.31, 4.72, 7.82], [5.73, 4.75, 0.35], [-3.65, 0.57, 0.77], [4.87, -0.74, -4.11], [2.23, -2.04, -2.04], [-2.06, 4.56, 6.36], [-2.94, 0.63, 4.31], [-0.17, 0.86, -0.47], [2.83, -0.25, 4.24], [-6.57, 4.03, 7.12], [-4.35, 0.60, 2.44], [2.65, -4.21, 2.25], [2.99, 1.81, 2.41], [1.33, 1.78, 1.75], [-2.08, -2.21, -4.75], [2.06, 0.11, -1.70], [4.96, 3.62, -2.21], [-5.73, 3.93, 6.44], [-3.51, -1.67, -2.30], [-2.82, 0.11, -3.06], [-4.84, -1.16, -2.39], [6.44, 4.30, 0.83], [-3.41, 4.17, 5.94], [-4.29, -1.40, 1.54], [-1.46, -2.77, -5.94], [-5.56, -0.22, 3.61], [-1.09, -1.18, -2.61], [-1.16, 4.43, 5.55], [5.78, 0.72, -0.16], [-1.81, -3.30, -2.89], [4.40, -1.72, -0.42], [-6.02, 0.46, -0.20], [0.35, -0.87, -0.64], [-5.23, -1.86, 1.15], [-0.74, -3.59, -5.72], [-1.75, -3.15, 4.50], [6.47, 0.67, -3.96], [5.20, -2.97, -1.40], [5.79, 0.48, -1.25], [-5.33, -1.39, -1.41], [-1.91, -0.48, 1.28], [-2.12, -1.81, 2.46], [-1.28, 0.74, -4.42], [0.95, -3.25, -0.19], [-6.93, 3.09, 4.87], [-3.24, -1.94, 0.77], [0.42, -1.96, 3.88], [-5.04, 2.85, 3.30], [0.64, -0.76, 2.03], [0.57, -0.64, -4.90], [5.62, 1.53, -2.09], [2.21, -3.07, -1.43], [4.79, -1.93, -1.44], [-2.78, 3.54, 3.97], [2.59, -0.83, -0.29], [-0.34, -2.84, -3.77], [3.17, -1.03, -4.49], [-1.37, -2.47, -3.51], [2.16, -0.20, 2.11]]}